1.
{
  "formula": "C27H41Br9Cl4CuO12",
  "method": "ωB97M-V/def2-TZVPD",
  "charge": -1,
  "total_energy_ha": -28603.55868,
  "spin_multiplicity": 3,
  "e_homo_ev": [-1.81, -6.18],
  "lumo_energy_ev": [1.06, -0.17],
  "s2": 2.017,
  "max_force_ev_per_a": 3.4,
  "symbols": ["Cu", "O", "C", "C", "O", "H", "H", "H", "H", "O", "C", "O", "C", "C", "C", "H", "H", "H", "H", "H", "H", "O", "C", "O", "C", "C", "C", "H", "H", "H", "H", "H", "H", "O", "C", "O", "C", "C", "C", "H", "H", "H", "H", "H", "H", "O", "C", "O", "C", "C", "C", "H", "H", "H", "H", "H", "H", "O", "C", "O", "C", "C", "C", "H", "H", "H", "H", "H", "H", "C", "Cl", "Cl", "H", "H", "C", "Cl", "Cl", "H", "H", "C", "Br", "Br", "Br", "H", "C", "Br", "Br", "Br", "H", "C", "Br", "Br", "Br", "H"],
  "positions_angstrom": [[1.220, -2.158, 2.041], [1.419, -1.428, -0.059], [0.229, -0.746, -0.391], [-0.647, -0.332, 0.879], [-0.767, -1.100, 2.015], [-0.314, -1.438, -1.035], [0.385, 0.147, -0.996], [-1.641, -0.158, 0.466], [-0.180, 0.609, 1.168], [-5.995, 4.260, -0.764], [-5.103, 3.439, -0.842], [-5.320, 2.138, -0.967], [-4.087, 1.332, -1.075], [-3.061, 2.430, -1.471], [-3.597, 3.655, -0.764], [-4.156, 0.559, -1.840], [-3.786, 0.868, -0.136], [-3.028, 2.734, -2.517], [-2.073, 2.106, -1.142], [-3.409, 4.701, -1.006], [-3.469, 3.588, 0.316], [2.701, 2.917, -4.615], [2.365, 1.770, -4.572], [2.941, 0.917, -5.361], [2.597, -0.418, -5.077], [1.800, -0.360, -3.833], [1.398, 1.099, -3.634], [3.565, -0.892, -4.913], [1.966, -0.849, -5.854], [2.492, -0.651, -3.043], [0.955, -1.041, -3.936], [1.444, 1.464, -2.608], [0.401, 1.265, -4.040], [2.386, -0.479, 3.021], [2.355, 0.540, 3.738], [3.460, 1.245, 4.108], [3.178, 2.305, 5.013], [1.744, 2.565, 4.795], [1.151, 1.285, 4.239], [3.781, 3.201, 4.860], [3.418, 2.010, 6.035], [1.650, 3.355, 4.051], [1.202, 2.890, 5.683], [0.481, 1.435, 3.392], [0.616, 0.794, 5.052], [0.241, -4.004, 1.522], [-0.448, -4.742, 0.787], [-0.118, -6.056, 0.672], [-0.809, -6.695, -0.382], [-1.968, -5.767, -0.667], [-1.493, -4.387, -0.202], [-1.109, -7.705, -0.100], [-0.194, -6.820, -1.274], [-2.835, -6.108, -0.101], [-2.260, -5.778, -1.717], [-2.314, -3.786, 0.189], [-0.986, -3.776, -0.949], [0.515, 5.622, 1.670], [1.257, 4.788, 1.229], [2.634, 5.052, 1.035], [3.241, 4.001, 0.346], [2.311, 2.832, 0.430], [0.945, 3.305, 0.974], [4.226, 3.765, 0.748], [3.424, 4.198, -0.710], [2.852, 2.116, 1.049], [2.233, 2.316, -0.526], [0.618, 2.731, 1.841], [0.136, 3.265, 0.244], [2.315, -4.063, -2.074], [2.810, -4.093, -3.796], [2.572, -5.662, -1.326], [2.952, -3.361, -1.536], [1.279, -3.754, -1.936], [-2.588, -1.040, -3.264], [-3.402, -2.062, -2.094], [-2.297, -1.925, -4.714], [-3.217, -0.178, -3.484], [-1.650, -0.677, -2.843], [-2.675, 1.664, 4.115], [-2.737, 1.162, 6.061], [-1.630, 3.233, 3.807], [-4.393, 2.122, 3.289], [-2.248, 0.850, 3.528], [4.743, -0.310, -0.528], [5.232, -2.111, -1.184], [5.203, 1.117, -1.857], [5.614, 0.041, 1.235], [3.684, -0.403, -0.284], [-4.358, -2.056, 1.636], [-5.558, -0.522, 1.500], [-5.094, -3.606, 0.568], [-3.881, -2.603, 3.532], [-3.442, -1.703, 1.162]]
}

***

2.
{
  "formula": "C38H54AsN5O3S5Sc",
  "method": "ωB97M-V/def2-TZVPD",
  "charge": -1,
  "total_energy_ha": -6967.74946,
  "relative_energy_kj_mol": 0.0,
  "e_homo_ev": -3.73,
  "lumo_energy_ev": 1.37,
  "max_force_ev_per_a": 0.6,
  "symbols": ["Sc", "C", "C", "C", "C", "C", "C", "C", "N", "C", "C", "C", "C", "C", "C", "O", "C", "C", "C", "C", "C", "C", "C", "C", "C", "O", "C", "C", "C", "C", "C", "C", "H", "H", "H", "H", "H", "H", "H", "H", "H", "H", "H", "H", "H", "H", "H", "H", "H", "H", "H", "H", "H", "H", "H", "H", "H", "H", "H", "H", "H", "H", "H", "H", "H", "H", "H", "H", "H", "H", "H", "H", "S", "As", "S", "S", "S", "N", "C", "O", "C", "C", "C", "C", "N", "C", "H", "H", "H", "H", "H", "H", "C", "N", "C", "C", "N", "C", "S", "H", "H", "H", "H", "H", "H", "H", "H"],
  "positions_angstrom": [[-0.014, 0.158, -0.298], [-1.260, 7.207, -0.551], [-0.860, 6.803, 0.875], [-2.105, 6.833, 1.773], [0.129, 7.845, 1.399], [-0.274, 5.390, 0.870], [-1.062, 4.344, 0.375], [-0.600, 3.031, 0.369], [-1.194, 1.896, -0.147], [-2.555, 1.724, -0.380], [-3.597, 2.560, 0.013], [-4.921, 2.242, -0.282], [-5.177, 1.068, -0.977], [-4.172, 0.164, -1.336], [-2.853, 0.480, -0.992], [-1.810, -0.350, -1.169], [-4.508, -1.160, -2.026], [-3.658, -1.335, -3.292], [-4.239, -2.308, -1.046], [-5.978, -1.246, -2.447], [-6.084, 3.149, 0.127], [-7.065, 2.370, 1.016], [-5.617, 4.379, 0.907], [-6.824, 3.637, -1.127], [0.711, 2.785, 0.858], [1.115, 1.492, 0.798], [1.541, 3.811, 1.291], [1.006, 5.113, 1.318], [3.012, 3.544, 1.644], [3.155, 2.532, 2.789], [3.741, 4.818, 2.079], [3.729, 2.996, 0.400], [-1.657, 8.226, -0.561], [-2.024, 6.545, -0.958], [-0.395, 7.166, -1.216], [-2.558, 7.829, 1.771], [-1.840, 6.576, 2.802], [-2.855, 6.117, 1.433], [-0.336, 8.834, 1.374], [1.032, 7.882, 0.786], [0.423, 7.637, 2.430], [-2.021, 4.569, -0.064], [-3.372, 3.445, 0.583], [-6.201, 0.833, -1.233], [-2.595, -1.332, -3.064], [-3.856, -0.520, -3.994], [-3.913, -2.279, -3.785], [-3.210, -2.282, -0.697], [-4.419, -3.278, -1.519], [-4.889, -2.221, -0.171], [-6.247, -0.441, -3.136], [-6.653, -1.208, -1.590], [-6.144, -2.198, -2.958], [-6.559, 2.010, 1.915], [-7.470, 1.503, 0.493], [-7.900, 3.008, 1.318], [-5.086, 4.099, 1.819], [-6.482, 4.983, 1.191], [-4.955, 5.006, 0.305], [-7.222, 2.800, -1.701], [-6.145, 4.193, -1.776], [-7.657, 4.292, -0.853], [1.627, 5.922, 1.668], [2.685, 2.918, 3.697], [4.214, 2.364, 3.007], [2.713, 1.572, 2.528], [3.296, 5.254, 2.977], [3.737, 5.575, 1.293], [4.782, 4.574, 2.303], [3.260, 2.075, 0.058], [4.781, 2.794, 0.628], [3.689, 3.725, -0.413], [-1.164, -4.632, 0.245], [-0.489, -2.881, -0.543], [1.461, -0.254, -2.399], [0.284, -1.506, -3.510], [0.155, -3.378, -2.596], [1.365, -1.160, 5.042], [2.542, -1.656, 4.575], [3.380, -2.170, 5.295], [2.759, -1.512, 3.098], [4.054, -1.488, 2.598], [4.237, -1.307, 1.240], [3.126, -1.146, 0.424], [1.878, -1.189, 0.893], [1.709, -1.389, 2.201], [1.246, -1.156, 6.041], [0.847, -0.489, 4.487], [4.883, -1.604, 3.283], [5.227, -1.271, 0.805], [3.226, -0.984, -0.642], [0.678, -1.466, 2.526], [-3.320, 0.197, 4.551], [-2.054, 0.804, 4.235], [-1.391, 1.727, 5.139], [-0.209, 2.207, 4.294], [-0.071, 1.114, 3.335], [-1.259, 0.479, 3.193], [-1.720, -0.500, 1.919], [-3.296, -0.209, 5.566], [-3.510, -0.607, 3.844], [-4.132, 0.924, 4.479], [-1.070, 1.210, 6.055], [-2.057, 2.542, 5.425], [0.698, 2.342, 4.878], [-0.434, 3.140, 3.767], [0.503, 1.220, 2.482]]
}

***

3.
{
  "formula": "C4H13NS3",
  "method": "ωB97M-V/def2-TZVPD",
  "total_energy_ha": -1409.49508,
  "relative_energy_kj_mol": 0.5,
  "e_homo_ev": -8.33,
  "lumo_energy_ev": 0.49,
  "max_force_ev_per_a": 0.8,
  "symbols": ["C", "C", "S", "N", "H", "H", "H", "H", "H", "H", "H", "C", "C", "S", "S", "H", "H", "H", "H", "H", "H"],
  "positions_angstrom": [[1.220, -2.437, -0.603], [-0.167, -1.911, -0.246], [-1.130, -1.641, -1.813], [2.194, -1.950, 0.378], [1.189, -3.528, -0.683], [1.508, -2.038, -1.574], [-0.755, -2.566, 0.395], [-0.090, -0.956, 0.270], [-2.014, -0.797, -1.255], [2.098, -2.447, 1.257], [3.142, -2.099, 0.060], [0.371, 2.380, 1.478], [-0.364, 2.292, 0.158], [-2.081, 1.740, 0.440], [-2.692, 1.815, -1.560], [0.669, 1.405, 1.868], [-0.172, 2.945, 2.235], [1.333, 2.891, 1.369], [0.157, 1.620, -0.522], [-0.415, 3.276, -0.309], [-4.001, 2.009, -1.342]]
}

***

4.
{
  "formula": "C5H7NO",
  "method": "ωB97M-V/def2-TZVPD",
  "total_energy_ha": -324.67807,
  "relative_energy_kj_mol": 121.8,
  "e_homo_ev": -9.55,
  "lumo_energy_ev": 0.70,
  "max_force_ev_per_a": 1.2,
  "symbols": ["O", "C", "C", "C", "C", "C", "N", "H", "H", "H", "H", "H", "H", "H"],
  "positions_angstrom": [[1.205, 2.105, -1.015], [0.698, 1.246, -0.346], [1.412, -0.015, 0.165], [0.546, -1.218, -0.157], [-0.779, -1.115, -0.241], [-1.506, 0.181, -0.002], [-0.616, 1.343, 0.229], [1.574, 0.026, 1.260], [2.399, -0.056, -0.289], [1.039, -2.171, -0.333], [-1.388, -1.978, -0.505], [-2.133, 0.099, 0.896], [-2.201, 0.387, -0.826], [-0.249, 1.167, 1.165]]
}

***

5.
{
  "formula": "C3H6Cl2Si",
  "method": "ωB97M-V/def2-TZVPD",
  "total_energy_ha": -1327.85967,
  "relative_energy_kj_mol": 56.2,
  "e_homo_ev": -10.30,
  "lumo_energy_ev": 0.71,
  "max_force_ev_per_a": 5.8,
  "symbols": ["C", "C", "C", "Si", "Cl", "Cl", "H", "H", "H", "H", "H", "H"],
  "positions_angstrom": [[1.353, 0.805, 1.289], [0.074, 0.254, 1.407], [0.081, -0.608, -1.597], [-0.985, -0.136, -0.131], [-2.215, 1.539, -0.457], [-2.188, -1.759, 0.258], [1.611, 1.016, 0.290], [1.939, 0.975, 2.122], [0.123, -1.806, -1.672], [1.001, -0.252, -1.378], [-0.383, -0.073, -2.476], [-0.411, 0.046, 2.346]]
}

***

6.
{
  "formula": "C4H10N2O",
  "method": "ωB97M-V/def2-TZVPD",
  "total_energy_ha": -343.00138,
  "relative_energy_kj_mol": 525.3,
  "e_homo_ev": -8.56,
  "lumo_energy_ev": 0.28,
  "max_force_ev_per_a": 2.2,
  "symbols": ["C", "C", "N", "N", "C", "C", "O", "H", "H", "H", "H", "H", "H", "H", "H", "H", "H"],
  "positions_angstrom": [[-0.330, -1.118, -1.468], [1.135, 0.814, -0.431], [1.103, -0.434, -0.753], [1.697, -1.369, 0.034], [-0.885, 0.565, 1.347], [-1.554, 1.676, 1.081], [-0.855, -1.766, -0.503], [-1.007, -0.368, 0.693], [1.520, -1.309, 1.035], [1.369, -2.291, -0.275], [-0.848, -0.214, -1.836], [0.135, -1.665, -2.305], [0.681, 1.509, -1.119], [1.853, 1.182, 0.294], [-0.514, 0.384, 2.352], [-1.914, 1.892, 0.081], [-1.587, 2.512, 1.772]]
}

***

7.
{
  "formula": "C3H3LiO3Sm",
  "method": "ωB97M-V/def2-TZVPD",
  "charge": 3,
  "total_energy_ha": -1006.18099,
  "relative_energy_kj_mol": 96.1,
  "spin_multiplicity": 8,
  "e_homo_ev": [-20.06, -24.32],
  "lumo_energy_ev": [-12.56, -12.55],
  "s2": 15.762,
  "max_force_ev_per_a": 3.1,
  "symbols": ["O", "C", "C", "O", "O", "C", "Sm", "H", "H", "H", "Li"],
  "positions_angstrom": [[0.758, 0.289, -0.471], [0.222, 0.430, 0.682], [2.233, 1.532, -0.381], [-0.942, 0.047, 0.895], [0.793, 1.344, 1.473], [1.844, 2.003, 0.939], [-1.127, -1.557, -1.263], [2.161, 2.273, -1.184], [3.015, 0.773, -0.457], [1.920, 3.037, 1.272], [-2.173, 0.723, 2.313]]
}

***

8.
{
  "formula": "C27H45BF4N3O4S",
  "method": "ωB97M-V/def2-TZVPD",
  "charge": 1,
  "total_energy_ha": -2343.27692,
  "e_homo_ev": -11.44,
  "lumo_energy_ev": -3.38,
  "max_force_ev_per_a": 4.7,
  "symbols": ["C", "C", "C", "C", "C", "C", "C", "C", "C", "C", "C", "C", "C", "C", "N", "C", "C", "B", "O", "O", "N", "C", "C", "C", "C", "F", "C", "S", "O", "O", "C", "F", "F", "F", "H", "H", "H", "H", "H", "H", "H", "H", "H", "H", "H", "H", "H", "H", "H", "H", "H", "H", "H", "H", "H", "H", "H", "H", "H", "H", "H", "H", "H", "H", "H", "H", "H", "H", "H", "H", "H", "H", "H", "H", "N", "C", "C", "C", "C", "C", "H", "H", "H", "H", "H"],
  "positions_angstrom": [[-2.522, 0.001, -2.331], [-2.378, 0.493, -3.827], [-1.077, 1.368, -4.088], [-1.134, 2.649, -3.179], [0.102, 3.643, -3.413], [0.827, 3.803, -2.026], [1.630, 5.158, -1.829], [2.993, 4.951, -1.066], [2.850, 4.881, 0.509], [2.231, 3.455, 0.868], [2.490, 3.029, 2.353], [1.782, 1.646, 2.721], [2.190, 0.629, 1.591], [1.982, -0.895, 1.946], [1.222, -1.493, 0.794], [-0.019, -1.997, 0.907], [-0.895, -2.100, 2.171], [-2.457, -2.407, 1.830], [-3.471, -1.587, 2.372], [-2.856, -3.508, 1.032], [-0.350, -2.407, -0.386], [0.690, -2.138, -1.277], [0.736, -2.387, -2.802], [-0.460, -3.260, -3.376], [0.161, -4.166, -4.519], [1.118, -5.070, -4.014], [1.773, -1.543, -0.499], [3.389, -1.027, -1.126], [4.388, -0.870, -0.080], [3.193, 0.175, -1.916], [4.054, -2.422, -2.214], [5.388, -2.514, -1.948], [3.516, -3.620, -1.848], [3.946, -2.154, -3.530], [-3.253, 0.647, -1.769], [-1.537, 0.100, -1.795], [-2.878, -1.056, -2.238], [-3.282, 1.093, -4.120], [-2.390, -0.427, -4.476], [-0.188, 0.709, -3.910], [-1.102, 1.608, -5.189], [-2.125, 3.162, -3.296], [-1.104, 2.283, -2.113], [0.798, 3.214, -4.189], [-0.290, 4.608, -3.821], [0.114, 3.726, -1.158], [1.594, 2.973, -1.968], [1.755, 5.685, -2.812], [0.998, 5.830, -1.176], [3.687, 5.814, -1.275], [3.490, 4.034, -1.497], [3.908, 4.837, 0.902], [2.267, 5.724, 0.949], [1.117, 3.435, 0.698], [2.697, 2.752, 0.119], [3.592, 2.870, 2.520], [2.186, 3.841, 3.072], [2.165, 1.312, 3.725], [0.683, 1.845, 2.794], [1.527, 0.863, 0.707], [3.227, 0.893, 1.266], [3.003, -1.371, 1.935], [1.478, -1.086, 2.919], [-0.787, -1.197, 2.818], [-0.535, -2.986, 2.779], [-3.627, -0.799, 1.821], [-3.339, -3.190, 0.248], [-1.232, -2.833, -0.672], [0.678, -1.368, -3.288], [1.690, -2.841, -3.157], [-0.985, -3.858, -2.592], [-1.163, -2.556, -3.891], [-0.666, -4.773, -4.960], [0.644, -3.473, -5.261], [-4.793, -2.659, 8.224], [-5.687, -2.477, 7.247], [-5.357, -2.403, 5.903], [-4.022, -2.519, 5.550], [-3.076, -2.706, 6.546], [-3.512, -2.770, 7.860], [-6.718, -2.389, 7.574], [-6.124, -2.257, 5.153], [-3.723, -2.464, 4.510], [-2.024, -2.800, 6.309], [-2.811, -2.919, 8.674]]
}